Entry 1:
The following is a quantum chemistry calculation of a cluster of 8 separate species, C50H54N9O in total, from the OMol25 dataset.

Bonds (Å) are listed after each position.
Cartesian coordinates (Å):
1 C 2.534 -7.621 -1.170  C2 1.505, H19 1.089, H20 1.089, H21 1.088
2 C 2.711 -6.129 -1.093  C1 1.505, C3 1.388, C18 1.384
3 C 3.897 -5.539 -1.507  C2 1.388, C4 1.379, H22 1.082
4 C 4.082 -4.175 -1.419  C3 1.379, C5 1.394, H23 1.083
5 C 3.091 -3.318 -0.942  C4 1.394, C6 1.518, C9 1.383
6 C 3.435 -1.844 -0.826  C5 1.518, C7 1.533, C8 1.525, H24 1.092
7 C 4.094 -1.565 0.530  C6 1.533, H25 1.090, H26 1.089, H27 1.089
8 C 2.318 -0.839 -1.088  C6 1.525, H28 1.089, H29 1.090, H30 1.091
9 C 1.912 -3.927 -0.552  C5 1.383, O10 1.406, C18 1.383
10 O 0.840 -3.154 -0.071  C9 1.406, C11 1.408
11 C -0.134 -2.893 -1.053  O10 1.408, C12 1.492, H31 1.090, H32 1.097
12 C -1.472 -3.359 -0.582  C11 1.492, C13 1.373, C17 1.405
13 C -2.399 -3.950 -1.405  C12 1.373, C14 1.383, H33 1.080
14 C -3.613 -4.268 -0.825  C13 1.383, N15 1.321, H34 1.081
15 N -3.828 -4.016 0.453  C14 1.321, N16 1.329, H35 1.014
16 N -2.969 -3.464 1.305  N15 1.329, C17 1.309
17 C -1.817 -3.155 0.765  C12 1.405, N16 1.309, H36 1.082
18 C 1.723 -5.296 -0.599  C2 1.384, C9 1.383, H37 1.085
19 H 2.159 -8.015 -0.227  C1 1.089
20 H 1.867 -7.912 -1.981  C1 1.089
21 H 3.499 -8.093 -1.346  C1 1.088
22 H 4.700 -6.156 -1.889  C3 1.082
23 H 5.022 -3.743 -1.737  C4 1.083
24 H 4.195 -1.667 -1.590  C6 1.092
25 H 4.948 -2.231 0.653  C7 1.090
26 H 4.489 -0.551 0.513  C7 1.089
27 H 3.395 -1.701 1.353  C7 1.089
28 H 1.587 -0.839 -0.281  C8 1.089
29 H 2.761 0.156 -1.126  C8 1.090
30 H 1.831 -1.007 -2.050  C8 1.091
31 H 0.119 -3.352 -2.009  C11 1.090
32 H -0.207 -1.809 -1.204  C11 1.097
33 H -2.199 -4.152 -2.447  C13 1.080
34 H -4.414 -4.741 -1.376  C14 1.081
35 H -4.725 -4.261 0.859  N15 1.014
36 H -1.080 -2.714 1.423  C17 1.082
37 H 0.792 -5.728 -0.248  C18 1.085
38 N 4.729 2.097 0.464  C39 1.333, C43 1.331
39 C 5.588 3.078 0.188  N38 1.333, C40 1.386, H44 1.085
40 C 5.330 4.416 0.440  C39 1.386, C41 1.385, H45 1.081
41 C 4.114 4.760 1.007  C40 1.385, C42 1.385, H46 1.082
42 C 3.210 3.752 1.300  C41 1.385, C43 1.387, H47 1.081
43 C 3.566 2.443 1.011  N38 1.331, C42 1.387, H48 1.086
44 H 6.531 2.771 -0.252  C39 1.085
45 H 6.071 5.170 0.212  C40 1.081
46 H 3.884 5.793 1.228  C41 1.082
47 H 2.250 3.972 1.747  C42 1.081
48 H 2.885 1.626 1.231  C43 1.086
49 N -0.428 -6.299 -4.819  C50 1.331, C54 1.331
50 C -1.233 -7.174 -5.417  N49 1.331, C51 1.389, H55 1.084
51 C -1.974 -8.132 -4.738  C50 1.389, C52 1.385, H56 1.082
52 C -1.869 -8.188 -3.359  C51 1.385, C53 1.388, H57 1.083
53 C -1.031 -7.284 -2.719  C52 1.388, C54 1.388, H58 1.083
54 C -0.338 -6.364 -3.493  N49 1.331, C53 1.388, H59 1.087
55 H -1.287 -7.109 -6.498  C50 1.084
56 H -2.607 -8.816 -5.288  C51 1.082
57 H -2.418 -8.930 -2.793  C52 1.083
58 H -0.905 -7.300 -1.643  C53 1.083
59 H 0.336 -5.650 -3.026  C54 1.087
60 N -2.276 0.761 2.133  C61 1.332, C65 1.332
61 C -2.260 1.857 2.890  N60 1.332, C62 1.389, H66 1.083
62 C -2.545 1.851 4.250  C61 1.389, C63 1.384, H67 1.079
63 C -2.863 0.646 4.852  C62 1.384, C64 1.388, H68 1.082
64 C -2.889 -0.504 4.076  C63 1.388, C65 1.384, H69 1.082
65 C -2.588 -0.388 2.731  N60 1.332, C64 1.384, H70 1.080
66 H -2.014 2.783 2.387  C61 1.083
67 H -2.522 2.775 4.809  C62 1.079
68 H -3.090 0.602 5.910  C63 1.082
69 H -3.134 -1.467 4.505  C64 1.082
70 H -2.588 -1.258 2.091  C65 1.080
71 N 6.372 5.728 3.558  C72 1.332, C76 1.331
72 C 6.732 6.512 4.572  N71 1.332, C73 1.387, H77 1.084
73 C 7.191 6.031 5.789  C72 1.387, C74 1.386, H78 1.081
74 C 7.282 4.659 5.964  C73 1.386, C75 1.385, H79 1.082
75 C 6.911 3.830 4.918  C74 1.385, C76 1.387, H80 1.081
76 C 6.467 4.413 3.741  N71 1.331, C75 1.387, H81 1.084
77 H 6.647 7.579 4.398  C72 1.084
78 H 7.471 6.717 6.577  C73 1.081
79 H 7.635 4.245 6.900  C74 1.082
80 H 6.966 2.754 5.008  C75 1.081
81 H 6.169 3.798 2.899  C76 1.084
82 N -3.671 -8.971 -8.017  C83 1.332, C87 1.332
83 C -4.906 -8.474 -7.975  N82 1.332, C84 1.387, H88 1.085
84 C -5.324 -7.391 -8.733  C83 1.387, C85 1.386, H89 1.081
85 C -4.410 -6.785 -9.579  C84 1.386, C86 1.386, H90 1.082
86 C -3.120 -7.289 -9.635  C85 1.386, C87 1.387, H91 1.081
87 C -2.806 -8.383 -8.843  N82 1.332, C86 1.387, H92 1.085
88 H -5.594 -8.974 -7.302  C83 1.085
89 H -6.343 -7.035 -8.662  C84 1.081
90 H -4.697 -5.937 -10.187  C85 1.082
91 H -2.373 -6.850 -10.281  C86 1.081
92 H -1.810 -8.811 -8.864  C87 1.085
93 N -3.572 4.838 3.221  C94 1.332, C98 1.333
94 C -4.426 4.733 2.205  N93 1.332, C95 1.386, H99 1.086
95 C -5.130 5.805 1.679  C94 1.386, C96 1.386, H100 1.081
96 C -4.940 7.057 2.241  C95 1.386, C97 1.385, H101 1.082
97 C -4.056 7.186 3.301  C96 1.385, C98 1.386, H102 1.083
98 C -3.400 6.050 3.749  N93 1.333, C97 1.386, H103 1.085
99 H -4.550 3.735 1.793  C94 1.086
100 H -5.810 5.658 0.851  C95 1.081
101 H -5.470 7.920 1.860  C96 1.082
102 H -3.875 8.145 3.768  C97 1.083
103 H -2.700 6.111 4.576  C98 1.085
104 N -2.986 10.766 4.076  C105 1.332, C109 1.332
105 C -1.863 11.023 3.407  N104 1.332, C106 1.387, H110 1.085
106 C -1.717 12.088 2.532  C105 1.387, C107 1.385, H111 1.081
107 C -2.796 12.936 2.339  C106 1.385, C108 1.385, H112 1.082
108 C -3.971 12.683 3.027  C107 1.385, C109 1.387, H113 1.081
109 C -4.013 11.590 3.881  N104 1.332, C108 1.387, H114 1.085
110 H -1.040 10.339 3.584  C105 1.085
111 H -0.779 12.249 2.019  C106 1.081
112 H -2.722 13.779 1.665  C107 1.082
113 H -4.838 13.318 2.910  C108 1.081
114 H -4.914 11.364 4.441  C109 1.085

Its total charge is +1. The value obtained for the LUMO energy is -4.5 eV. As for the calculated total energy: -68176.0690 eV.

=====

Entry 2:
The following is a quantum chemistry calculation of a cluster of 2 separate species, C9H12N3 in total at a distorted geometry, from the OMol25 dataset.

Bonds (Å) are listed after each position.
Cartesian coordinates (Å):
1 C -0.178 3.261 2.220  C2 1.366, C3 1.362, H13 1.132
2 C -1.171 2.322 2.186  C1 1.366, C4 1.380, H14 1.082
3 C 1.139 2.990 2.007  C1 1.362, C5 1.385, H15 0.997
4 C -0.791 1.066 1.759  C2 1.380, C6 1.458, H16 1.146
5 C 1.558 1.781 1.477  C3 1.385, C6 1.386, H17 1.114
6 C 0.552 0.859 1.231  C4 1.458, C5 1.386, C8 1.417
7 C -0.194 -2.146 -2.516  C9 1.539, H18 1.101, H19 1.111, H20 1.150
8 C 0.943 -0.350 0.603  C6 1.417, N11 1.183
9 C -0.867 -1.067 -1.648  C7 1.539, N12 1.306, H21 1.116
10 N 2.196 -1.605 -1.043  N11 1.274, H23 1.013
11 N 1.697 -0.997 -0.040  C8 1.183, N10 1.274
12 N -1.001 0.141 -2.127  C9 1.306, H22 0.999, H24 0.999
13 H -0.510 4.329 2.398  C1 1.132
14 H -2.215 2.356 2.466  C2 1.082
15 H 1.879 3.612 2.250  C3 0.997
16 H -1.517 0.215 1.509  C4 1.146
17 H 2.589 1.568 1.113  C5 1.114
18 H 0.821 -1.992 -2.116  C7 1.101
19 H -0.536 -3.179 -2.292  C7 1.111
20 H -0.306 -1.893 -3.632  C7 1.150
21 H -1.306 -1.477 -0.707  C9 1.116
22 H -1.007 0.391 -3.094  N12 0.999
23 H 2.831 -2.326 -0.723  N10 1.013
24 H -1.237 0.780 -1.397  N12 0.999

Its total charge is +1. The value obtained for the LUMO energy is -4.4 eV. The value obtained for the energy relative to the best compared isomer or geometry (same formula, charge and spin) is 4.359 eV. As for the calculated total energy: -13987.0861 eV.

=====

Entry 3:
The following is a quantum chemistry calculation of a cluster of 2 separate species, C6H14N3 in total at a distorted geometry, from the OMol25 dataset.

Bonds (Å) are listed after each position.
Cartesian coordinates (Å):
1 C -3.017 -3.333 0.890  C2 1.248, H10 1.084
2 C -3.146 -2.106 1.078  C1 1.248, H12 1.040
3 C -1.488 2.021 0.177  N7 1.362, N8 1.535, H11 1.123, H13 1.120
4 C 2.396 -0.490 1.088  C6 1.563, H14 1.117, H15 1.124, H16 1.119
5 C 1.635 -0.504 -1.472  C6 1.510, H17 1.060, H18 1.015, H19 1.099
6 C 1.294 -0.654 -0.009  C4 1.563, C5 1.510, N9 1.390, H20 1.195
7 N -1.002 3.233 -0.214  C3 1.362, H21 0.926, H23 1.010
8 N -0.414 1.017 -0.262  C3 1.535, N9 1.264, H22 1.037
9 N 0.221 0.136 0.385  C6 1.390, N8 1.264
10 H -2.943 -4.409 0.783  C1 1.084
11 H -1.611 1.997 1.293  C3 1.123
12 H -3.239 -1.092 1.294  C2 1.040
13 H -2.361 1.615 -0.395  C3 1.120
14 H 3.273 -1.153 0.894  C4 1.117
15 H 2.753 0.575 1.061  C4 1.124
16 H 1.910 -0.770 2.055  C4 1.119
17 H 2.382 0.248 -1.497  C5 1.060
18 H 0.760 -0.381 -1.970  C5 1.015
19 H 2.220 -1.352 -1.856  C5 1.099
20 H 0.814 -1.730 0.193  C6 1.195
21 H -0.305 3.505 0.331  N7 0.926
22 H -0.081 1.358 -1.183  N8 1.037
23 H -1.008 3.390 -1.212  N7 1.010

Its total charge is +1. The value obtained for the LUMO energy is -5.1 eV. The value obtained for the energy relative to the best compared isomer or geometry (same formula, charge and spin) is 5.512 eV. As for the calculated total energy: -10907.6222 eV.

=====

Entry 4:
The following is a quantum chemistry calculation of a cluster of 2 separate species, C4H11O3 in total at a distorted geometry, from the OMol25 dataset.

Bonds (Å) are listed after each position.
Cartesian coordinates (Å):
1 C 0.540 -0.928 -1.497  O2 1.439, C3 1.520, H7 1.084, H8 1.096
2 O 0.763 0.093 -2.487  C1 1.439, H9 0.964
3 C -0.667 -0.683 -0.605  C1 1.520, C4 1.529, H10 1.098, H11 1.103
4 C -0.881 0.766 -0.164  C3 1.529, C5 1.548, H12 1.102, H13 1.094
5 C -1.080 0.890 1.366  C4 1.548, O6 1.345, H14 1.117, H15 1.123
6 O -0.321 0.087 2.133  C5 1.345
7 H 0.420 -1.881 -2.000  C1 1.084
8 H 1.394 -0.919 -0.811  C1 1.096
9 H 0.924 0.903 -1.991  O2 0.964
10 H -0.551 -1.304 0.292  C3 1.098
11 H -1.515 -1.078 -1.189  C3 1.103
12 H 0.020 1.347 -0.421  C4 1.102
13 H -1.753 1.195 -0.667  C4 1.094
14 H -2.165 0.716 1.561  C5 1.117
15 H -0.941 1.989 1.554  C5 1.123
16 H 2.403 0.015 1.185  O18 0.962
17 H 1.219 -0.504 1.954  O18 1.007
18 O 2.191 -0.705 1.786  H16 0.962, H17 1.007

Its total charge is -1. The value obtained for the LUMO energy is 3.8 eV. The value obtained for the energy relative to the best compared isomer or geometry (same formula, charge and spin) is 0.847 eV. As for the calculated total energy: -10468.8320 eV.

=====

Entry 5:
The following is a quantum chemistry calculation of a cluster of 2 separate species, C4H8P2 in total at a distorted geometry, from the OMol25 dataset.

Bonds (Å) are listed after each position.
Cartesian coordinates (Å):
1 C 1.668 0.019 -0.599  P5 1.782, P6 1.838, H7 1.057
2 C -0.709 0.437 0.284  C3 1.457, C4 1.337
3 C -1.146 -0.771 -0.405  C2 1.457, H8 1.018, H9 1.033, H10 1.168
4 C -1.461 1.239 1.046  C2 1.337, H11 1.011, H12 0.983
5 P 3.064 1.072 -0.260  C1 1.782, P6 2.204, H13 1.576
6 P 2.626 -0.864 0.697  C1 1.838, P5 2.204, H14 1.474
7 H 1.454 -0.496 -1.497  C1 1.057
8 H -1.427 -0.657 -1.377  C3 1.018
9 H -0.460 -1.534 -0.289  C3 1.033
10 H -2.142 -1.284 -0.079  C3 1.168
11 H -2.344 0.895 1.398  C4 1.011
12 H -1.155 2.124 1.345  C4 0.983
13 H 3.917 0.623 -1.507  P5 1.576
14 H 2.270 0.004 1.834  P6 1.474

Its total charge is 0. The value obtained for the LUMO energy (spin up / spin down) is -0.1 / -0.4 eV. The value obtained for the energy relative to the best compared isomer or geometry (same formula, charge and spin) is 5.817 eV. As for the calculated total energy: -22848.6313 eV.

=====

Entry 6:
The following is a quantum chemistry calculation of a cluster of 8 separate species, H14NO10 in total at a distorted geometry, from the OMol25 dataset.

Bonds (Å) are listed after each position.
Cartesian coordinates (Å):
1 N -9.592 -28.948 41.341  O2 1.232, O3 1.247, O4 1.235
2 O -9.756 -29.623 42.359  N1 1.232
3 O -10.116 -27.818 41.387  N1 1.247
4 O -9.422 -29.446 40.223  N1 1.235
5 O -8.883 -25.839 43.756  H6 0.868, H7 1.029
6 H -9.349 -26.408 43.297  O5 0.868
7 H -8.490 -25.418 42.903  O5 1.029
8 O -12.210 -28.626 38.843  H9 0.888, H10 0.869
9 H -11.397 -28.522 39.184  O8 0.888
10 H -12.117 -28.819 38.001  O8 0.869
11 O -12.005 -31.307 42.085  H12 0.917, H13 0.983
12 H -11.787 -32.187 41.946  O11 0.917
13 H -11.181 -30.828 42.327  O11 0.983
14 O -11.848 -25.936 42.280  H15 0.837, H16 0.931
15 H -11.623 -26.693 42.005  O14 0.837
16 H -11.294 -25.420 41.739  O14 0.931
17 O -8.505 -26.764 39.100  H18 0.999, H19 1.015
18 H -8.836 -27.558 39.608  O17 0.999
19 H -7.551 -26.923 38.794  O17 1.015
20 O -8.969 -31.543 38.762  H21 1.070, H22 0.956
21 H -9.614 -32.348 39.045  O20 1.070
22 H -9.455 -30.934 39.315  O20 0.956
23 O -7.485 -31.075 43.402  H24 0.961, H25 0.956
24 H -6.953 -30.355 43.054  O23 0.961
25 H -8.370 -30.732 43.293  O23 0.956

Its total charge is -1. The value obtained for the LUMO energy is 3.2 eV. The value obtained for the energy relative to the best compared isomer or geometry (same formula, charge and spin) is 3.114 eV. As for the calculated total energy: -22189.3334 eV.